This record from the OMol25 dataset describes 2 unconnected molecules or ions with the total composition C9H9N3O2 in a non-equilibrium geometry. The level of theory is ωB97M-V with the def2-TZVPD basis set.

Kohn-Sham gap ... 9.302 eV
ΔE to the lowest compared entry with this formula, charge and spin ... 94.93 kcal/mol
HOMO level ... -9.43 eV
Charge ... 0
SMILES ... O=c1cc[nH]c(=O)[nH]1.c1ccncc1
Lowest unoccupied orbital energy ... -0.13 eV
Strongest force on any atom ... 6.314 eV/A

Each line ends with the natural charge from an NBO analysis.
Atoms and positions in Å:
O 1.0385 -3.2690 -1.6448  -0.553
C 0.7252 -2.1373 -1.8802  0.646
C -0.3760 -1.4392 -1.1488  -0.367
C -0.7334 -0.0698 -1.3109  0.044
N 0.0594 0.6913 -2.3058  -0.625
C 1.3471 0.1895 -2.6547  0.775
O 2.3607 0.9054 -3.0274  -0.612
N 1.4736 -1.1822 -2.5256  -0.642
H -0.8550 -2.1707 -0.3417  0.251
H -1.4795 0.5953 -0.9728  0.221
H 0.0321 1.8113 -1.7601  0.413
H 2.3211 -1.5583 -3.0256  0.437
C -1.6917 0.6082 2.3839  -0.190
C -1.2786 1.3295 1.2977  -0.259
C 0.1106 1.4209 0.9317  0.031
N 1.0629 0.9199 1.7472  -0.402
C 0.6322 0.2085 2.8074  0.039
C -0.7220 -0.0484 3.0899  -0.254
H -2.7608 0.2713 2.5357  0.229
H -1.9745 1.7512 0.5169  0.205
H 0.5207 1.9020 -0.0101  0.189
H 1.3984 -0.1195 3.4047  0.197
H -1.2109 -0.6100 3.8934  0.230

Cartesian forces (eV/Å) of the 6 atoms listed first:
O 0.32 -0.66 -0.97
C -1.30 2.77 2.49
C -3.02 1.15 1.96
C 3.73 -4.07 -3.07
N -0.18 3.04 3.79
C 2.89 3.07 -0.38

---

This record from the OMol25 dataset describes a single C9H9N3O3 molecule in a non-equilibrium geometry. The level of theory is ωB97M-V with the def2-TZVPD basis set.

Kohn-Sham gap (spin up / spin down) ... 7.627 / 7.628 eV
ΔE to the lowest compared entry with this formula, charge and spin ... 170.53 kcal/mol
HOMO level (spin up / spin down) ... -7.70 / -7.71 eV
Charge ... 0
SMILES ... C=C[C@H]1C=CC(n2[nH]ccc2=O)=[N+]([O-])O1
Lowest unoccupied orbital energy (spin up / spin down) ... -0.08 / -0.08 eV
Strongest force on any atom ... 6.571 eV/A

Each line ends with the natural charge from an NBO analysis.
Atoms and positions in Å:
C -2.4158 0.1256 -1.8027  -0.338
C -2.3827 -0.6129 -0.7375  -0.249
C -2.4668 -0.0882 0.6417  0.018
C -1.7366 -0.9687 1.5813  -0.176
C -0.4186 -0.7287 1.6881  -0.221
C 0.1723 0.2490 0.8045  0.268
N 1.4937 0.2298 0.3460  -0.262
N 2.0829 1.1887 -0.4084  -0.367
C 3.2812 0.6985 -0.8831  0.061
C 3.4887 -0.5781 -0.4744  -0.439
C 2.3279 -0.9620 0.3013  0.614
O 2.0343 -1.9794 0.8723  -0.633
N -0.5322 1.3477 0.4153  0.335
O -0.2203 2.3300 -0.2936  -0.527
O -1.8201 1.3015 0.8951  -0.359
H -2.4381 1.1674 -1.7010  0.215
H -2.3320 -0.3005 -2.8654  0.215
H -2.3383 -1.7112 -0.5732  0.221
H -3.4412 0.2195 0.9522  0.232
H -2.2042 -1.7907 2.0317  0.225
H 0.2902 -1.3853 2.1705  0.275
H 1.5858 2.0465 -0.4965  0.451
H 3.7257 1.3248 -1.4655  0.198
H 4.2642 -1.1233 -0.9987  0.244

Cartesian forces (eV/Å) of the 6 atoms listed first:
C 0.46 -1.42 -3.26
C -0.37 -1.70 1.80
C 1.34 2.68 1.09
C 1.51 0.95 -0.06
C -0.21 -0.96 -0.58
C 0.07 3.85 -1.48

---

This record from the OMol25 dataset describes a molecular structure, C9H9N3OS in a non-equilibrium geometry. The level of theory is ωB97M-V with the def2-TZVPD basis set.

Kohn-Sham gap ... 8.654 eV
ΔE to the lowest compared entry with this formula, charge and spin ... 46.35 kcal/mol
HOMO level ... -8.49 eV
Charge ... 0
Lowest unoccupied orbital energy ... 0.16 eV
Strongest force on any atom ... 5.750 eV/A

Each line ends with the natural charge from an NBO analysis.
Atoms and positions in Å:
C 2.3897 1.2218 0.1192  0.223
C -2.3859 -1.1949 -0.2226  0.277
C 1.0508 0.3519 -0.0471  -0.198
C 1.6822 -0.8372 -0.0192  0.081
C -0.2991 -2.1171 0.0796  0.719
C -1.0366 -0.9485 -0.5234  -0.435
C -0.4380 0.3852 -0.0387  -0.034
C -0.9638 1.3987 -1.0398  -0.600
C -0.8899 0.5077 1.3998  -0.606
N -3.4840 -1.3940 -0.0957  -0.270
N 2.5129 2.4237 0.2073  -0.610
N 1.0999 -2.0384 -0.2318  -0.652
O -0.7652 -3.1140 0.5214  -0.501
S 3.3532 -0.2991 -0.0139  0.219
H -0.8833 -0.9210 -1.7023  0.284
H -2.0082 1.5646 -0.8020  0.217
H -0.8687 1.0791 -2.0297  0.212
H -0.4627 2.4109 -0.7895  0.231
H -0.3559 -0.1431 2.0329  0.217
H -1.9187 0.3795 1.3620  0.218
H -0.5577 1.4874 1.6546  0.224
H 3.5298 2.7114 0.3160  0.358
H 1.6992 -2.9145 -0.1372  0.427

Cartesian forces (eV/Å) of the 6 atoms listed first:
C -4.26 -3.75 -0.92
C 0.68 0.96 -0.72
C 2.14 -0.52 0.45
C -0.01 1.83 -1.29
C 2.24 -0.86 -2.03
C 2.62 -0.28 -2.22

---

This record from the OMol25 dataset describes a single C9H9N3S molecule in a non-equilibrium geometry. The level of theory is ωB97M-V with the def2-TZVPD basis set.

Kohn-Sham gap ... 8.654 eV
ΔE to the lowest compared entry with this formula, charge and spin ... 26.31 kcal/mol
HOMO level ... -8.39 eV
Charge ... 0
SMILES ... S=C1NN=C[C@H](c2ccccc2)N1
Lowest unoccupied orbital energy ... 0.26 eV
Strongest force on any atom ... 2.947 eV/A

Each line ends with the natural charge from an NBO analysis.
Atoms and positions in Å:
S 3.0909 -1.1478 2.5091  -0.228
C 2.4041 -0.1644 1.3653  0.260
N 2.1807 1.1820 1.6039  -0.461
N 1.8765 2.0817 0.5948  -0.209
C 1.4817 1.5860 -0.5683  0.044
C 1.1511 0.0849 -0.7287  -0.140
C -0.3112 -0.1654 -0.5173  -0.024
C -1.0829 0.5769 0.3904  -0.216
C -2.4580 0.3964 0.3936  -0.196
C -3.0661 -0.5480 -0.4099  -0.214
C -2.3248 -1.4220 -1.1870  -0.190
C -0.9295 -1.2304 -1.2719  -0.216
N 1.8840 -0.7223 0.2095  -0.593
H 2.4752 1.5360 2.5150  0.428
H 1.2972 2.2431 -1.4388  0.220
H 1.4381 -0.1982 -1.7629  0.216
H -0.6885 1.3222 1.0723  0.228
H -2.9956 0.9710 1.1311  0.216
H -4.1407 -0.5882 -0.4193  0.215
H -2.7946 -2.1683 -1.7983  0.216
H -0.3567 -1.8917 -1.8762  0.210
H 1.8689 -1.7336 0.1936  0.432

Cartesian forces (eV/Å) of the 6 atoms listed first:
S 0.16 0.25 0.11
C -1.14 -1.02 -0.05
N -0.21 -0.91 -1.23
N -0.43 -0.68 -2.46
C 0.68 -0.26 2.86
C 0.17 0.55 -0.74

---

This record from the OMol25 dataset describes a single C9H9N5O3 molecule in a non-equilibrium geometry. The level of theory is ωB97M-V with the def2-TZVPD basis set.

Kohn-Sham gap ... 8.270 eV
ΔE to the lowest compared entry with this formula, charge and spin ... 19.80 kcal/mol
HOMO level ... -8.49 eV
Charge ... 0
SMILES ... CNc1ncc2nc(C(=O)O)c(=O)n(C)c2n1
Lowest unoccupied orbital energy ... -0.22 eV
Strongest force on any atom ... 5.467 eV/A

Each line ends with the natural charge from an NBO analysis.
Atoms and positions in Å:
C 4.0742 1.1940 0.1843  -0.416
N 2.9119 2.0712 0.1360  -0.570
C 1.6714 1.5413 0.1684  0.576
N 0.9449 2.4488 0.8620  -0.504
C -0.3073 2.0104 1.1975  0.149
C -0.7830 0.8089 0.5292  -0.080
N -2.0210 0.3206 0.9887  -0.315
C -2.4427 -0.7568 0.4943  0.066
C -3.6388 -1.4030 1.1191  0.772
O -3.5494 -2.3779 1.8820  -0.561
O -4.8565 -0.8635 0.7687  -0.664
C -1.7124 -1.4703 -0.6437  0.613
O -2.3836 -2.3161 -1.2831  -0.582
N -0.5057 -0.9640 -1.0607  -0.405
C 0.2783 -1.8523 -1.9507  -0.434
C 0.0778 0.1094 -0.3867  0.436
N 1.3435 0.4302 -0.5448  -0.522
H 4.3965 0.9950 -0.8207  0.207
H 4.8520 1.8266 0.6137  0.205
H 3.8718 0.3647 0.8613  0.203
H 2.9412 2.9823 0.5352  0.411
H -0.9533 2.5136 1.8469  0.214
H -5.5269 -1.3765 1.2227  0.498
H 0.7501 -2.6593 -1.4131  0.216
H -0.4802 -2.2513 -2.7427  0.250
H 1.0471 -1.3260 -2.5638  0.235

Cartesian forces (eV/Å) of the 6 atoms listed first:
C 0.07 1.76 0.26
N 0.96 -1.89 -0.99
C 0.48 1.96 -0.80
N -4.04 -1.47 1.60
C 2.55 -2.55 -4.11
C 0.09 1.14 1.54

---

This record from the OMol25 dataset describes 2 unconnected molecules or ions with the total composition C9H9NO in a non-equilibrium geometry. The level of theory is ωB97M-V with the def2-TZVPD basis set.

Kohn-Sham gap (spin up / spin down) ... 7.952 / 7.951 eV
ΔE to the lowest compared entry with this formula, charge and spin ... 130.96 kcal/mol
HOMO level (spin up / spin down) ... -7.90 / -7.90 eV
Charge ... 0
Lowest unoccupied orbital energy (spin up / spin down) ... 0.05 / 0.05 eV
Strongest force on any atom ... 5.153 eV/A

Each line ends with the natural charge from an NBO analysis.
Atoms and positions in Å:
C 0.0157 0.8746 2.6079  -0.247
C 1.3518 1.2867 2.3648  -0.177
C -0.6748 0.3138 1.6082  -0.134
C 2.0706 1.1159 1.2263  -0.228
C 0.0192 -0.0589 0.3898  -0.260
C -0.2159 -0.8000 -0.7092  0.084
C 1.4487 0.2944 0.2480  0.176
C 0.9603 -0.8467 -1.5183  -0.393
C -2.1162 -1.2592 -1.8279  0.016
N 2.0297 -0.2058 -0.8559  -0.429
O -2.1362 -0.3627 -2.8451  -0.666
H -0.5171 1.3268 3.4528  0.215
H 1.7759 1.8982 3.1670  0.205
H -1.7303 0.3330 1.6438  0.203
H 3.1699 1.2835 1.1743  0.233
H 1.2578 -1.6947 -2.1407  0.246
H 0.4997 -0.2465 -2.2938  0.282
H -2.7311 -1.4011 -0.9271  0.200
H -1.9239 -2.3026 -2.2490  0.187
H -2.5539 0.4512 -2.5160  0.486

Cartesian forces (eV/Å) of the 6 atoms listed first:
C -0.75 1.02 -0.34
C 1.59 1.25 0.86
C 0.21 0.05 -1.14
C 0.80 -1.00 1.08
C 0.95 0.24 0.76
C -4.73 -1.72 -1.12